No. 1
{
  "formula": "C39H88F18N9O17S6",
  "method": "ωB97M-V/def2-TZVPD",
  "e_lumo_ha": -0.2211,
  "e_homo_ev": -13.338,
  "charge": 3,
  "de_lowest_kcal_mol": 0.0,
  "gap_ev": 7.32,
  "symbols": ["C", "N", "C", "C", "C", "C", "O", "H", "H", "H", "H", "H", "H", "H", "H", "H", "H", "H", "H", "H", "H", "C", "N", "C", "C", "C", "C", "O", "H", "H", "H", "H", "H", "H", "H", "H", "H", "H", "H", "H", "H", "H", "C", "N", "C", "C", "C", "C", "O", "H", "H", "H", "H", "H", "H", "H", "H", "H", "H", "H", "H", "H", "H", "C", "N", "C", "C", "C", "C", "O", "H", "H", "H", "H", "H", "H", "H", "H", "H", "H", "H", "H", "H", "H", "C", "N", "C", "C", "C", "C", "O", "H", "H", "H", "H", "H", "H", "H", "H", "H", "H", "H", "H", "H", "H", "C", "C", "C", "N", "C", "C", "C", "C", "C", "H", "H", "H", "H", "H", "H", "H", "H", "H", "H", "H", "H", "H", "H", "H", "H", "H", "H", "C", "F", "F", "F", "S", "O", "O", "N", "S", "O", "O", "C", "F", "F", "F", "C", "F", "F", "F", "S", "O", "O", "N", "S", "O", "O", "C", "F", "F", "F", "C", "F", "F", "F", "S", "O", "O", "N", "S", "O", "O", "C", "F", "F", "F"],
  "positions_angstrom": [[-5.9695, -3.1201, -3.7959], [-5.4105, -4.0904, -2.7985], [-5.7243, -5.4505, -3.2928], [-3.9316, -3.8464, -2.8432], [-6.0098, -3.8043, -1.4769], [-5.3045, -4.4321, -0.3148], [-5.1846, -5.8531, -0.5034], [-5.3120, -3.0483, -4.6550], [-5.9735, -2.1496, -3.3037], [-6.9681, -3.4208, -4.0930], [-5.1253, -6.1659, -2.7414], [-5.5085, -5.5400, -4.3562], [-6.7710, -5.7047, -3.1480], [-3.4460, -4.4422, -2.0826], [-3.7753, -2.7845, -2.6760], [-3.6198, -4.1011, -3.8501], [-7.0318, -4.1802, -1.5224], [-6.0439, -2.7297, -1.3252], [-5.8554, -4.1774, 0.5958], [-4.2765, -4.0858, -0.1729], [-4.4096, -6.1511, -0.0177], [3.2628, -1.9665, -3.4739], [3.3221, -3.0446, -2.4408], [3.7773, -2.4777, -1.1591], [1.9043, -3.4985, -2.2530], [4.1587, -4.2273, -2.8780], [5.6071, -3.8762, -3.1277], [6.3241, -3.7523, -1.9061], [4.2245, -1.4762, -3.5674], [2.4515, -1.3044, -3.2102], [3.0296, -2.4392, -4.4276], [3.0502, -1.7426, -0.8152], [4.7288, -1.9656, -1.2642], [3.8393, -3.2712, -0.4196], [1.5435, -3.8761, -3.2041], [1.3338, -2.6388, -1.9213], [1.8914, -4.2630, -1.4810], [3.7028, -4.6119, -3.7869], [4.0811, -4.9190, -2.0408], [5.7710, -3.0254, -3.7983], [6.0049, -4.7278, -3.6965], [7.2112, -4.0937, -2.0658], [5.4831, 4.3581, -0.2041], [4.1644, 3.6480, -0.1120], [3.6770, 3.8694, 1.2516], [3.2088, 4.2919, -1.0374], [4.2979, 2.1840, -0.3316], [4.6177, 1.7708, -1.7557], [5.9278, 2.2273, -2.0717], [6.1024, 3.9340, 0.5837], [5.3049, 5.4140, -0.0251], [5.9836, 4.1999, -1.1502], [2.6523, 3.4854, 1.2975], [3.5771, 4.9280, 1.4638], [4.2592, 3.2987, 1.9658], [3.5914, 4.2124, -2.0492], [3.1199, 5.3364, -0.7560], [2.2395, 3.7992, -0.9729], [3.3682, 1.7108, -0.0179], [5.1553, 1.8586, 0.2590], [3.8850, 2.1766, -2.4527], [4.6666, 0.6736, -1.7942], [5.9617, 2.3550, -3.0691], [-3.4878, 3.8377, 1.9202], [-2.0106, 4.0403, 1.8151], [-1.3560, 2.9079, 2.5103], [-1.7144, 4.0412, 0.3600], [-1.7220, 5.3417, 2.4894], [-0.3463, 5.4880, 3.0608], [0.6123, 5.3175, 2.0222], [-3.7353, 3.6758, 2.9634], [-3.7294, 2.9734, 1.3180], [-3.9761, 4.7102, 1.4979], [-1.6752, 2.9001, 3.5503], [-0.2696, 2.9145, 2.4998], [-1.6359, 1.9847, 2.0087], [-2.4879, 4.6052, -0.1515], [-1.8225, 3.0123, 0.0199], [-0.6965, 4.3463, 0.1481], [-2.4182, 5.3781, 3.3300], [-1.9720, 6.1645, 1.8228], [-0.1902, 4.7226, 3.8253], [-0.2678, 6.4602, 3.5443], [1.2668, 6.0205, 2.0787], [-1.8340, 3.6403, -4.6900], [-2.0491, 2.5260, -5.5945], [-2.5706, 3.0452, -6.8855], [-0.7517, 1.8841, -5.8439], [-3.0796, 1.5604, -5.0885], [-2.7181, 0.7509, -3.8762], [-2.3468, 1.5790, -2.7878], [-1.3128, 3.2499, -3.8282], [-2.7787, 4.1043, -4.4239], [-1.2207, 4.3864, -5.1915], [-1.8325, 3.7764, -7.2215], [-3.5449, 3.4931, -6.7328], [-2.5759, 2.3154, -7.6924], [-0.3093, 1.4659, -4.9482], [-0.0989, 2.6567, -6.2510], [-0.8180, 1.1287, -6.6257], [-3.3228, 0.8643, -5.8926], [-3.9847, 2.1490, -4.9375], [-1.9796, -0.0286, -4.1181], [-3.6198, 0.2005, -3.5555], [-2.1638, 1.0891, -1.9263], [-0.1035, -5.4759, 8.5687], [0.1332, -5.0001, 7.1265], [0.0695, -3.4979, 6.9899], [0.6919, -2.9548, 5.7433], [2.1610, -3.1750, 5.7808], [0.0104, -3.5821, 4.5687], [0.3468, -2.6640, 3.3919], [0.6430, -1.3014, 4.0539], [0.3296, -1.5103, 5.5338], [-0.4908, -6.4924, 8.6230], [-0.8479, -4.8623, 9.0845], [0.8032, -5.4802, 9.1770], [-0.6554, -5.4688, 6.5309], [1.0966, -5.4147, 6.8208], [0.5873, -3.0528, 7.8456], [-0.9213, -3.0647, 7.0175], [2.6711, -2.5653, 5.0495], [2.3470, -4.2369, 5.6629], [2.4789, -2.9539, 6.7979], [0.2846, -4.6228, 4.4208], [-1.0616, -3.5689, 4.7794], [1.2913, -2.9862, 2.9385], [-0.3883, -2.7030, 2.5994], [1.7024, -1.0613, 3.9343], [0.1019, -0.4550, 3.6356], [0.8655, -0.9139, 6.2659], [-0.7487, -1.3889, 5.6466], [-3.8834, -0.3787, 9.6898], [-3.3081, 0.8349, 9.6272], [-3.6095, -0.9120, 10.8605], [-5.1759, -0.2432, 9.4864], [-3.1097, -1.4351, 8.3795], [-1.7313, -1.5560, 8.7779], [-3.8519, -2.6426, 8.3228], [-3.1163, -0.5020, 7.0156], [-3.9123, -1.3116, 5.9129], [-3.2132, -2.4988, 5.4675], [-5.3181, -1.4208, 6.1572], [-3.7916, -0.1490, 4.4861], [-2.5241, 0.2740, 4.2773], [-4.1923, -0.8272, 3.4075], [-4.5827, 0.9053, 4.6386], [3.1429, 3.2617, -5.5379], [2.7223, 3.6115, -6.7418], [3.3764, 4.3936, -4.8712], [2.1795, 2.6055, -4.8804], [4.6799, 2.1783, -5.6383], [4.3295, 0.9627, -4.9396], [4.9409, 2.0224, -7.0189], [5.7917, 2.9637, -4.7639], [6.5815, 3.9653, -5.7419], [7.7723, 3.4621, -6.3362], [5.7124, 4.7052, -6.6197], [7.1762, 5.2348, -4.5305], [8.1092, 4.7387, -3.7386], [7.6777, 6.2008, -5.2448], [6.1690, 5.7367, -3.7878], [0.6529, 0.7894, -1.9331], [1.9653, 0.7410, -1.9055], [0.1910, 2.0054, -2.1685], [0.2455, -0.0331, -2.9172], [0.0515, 0.1094, -0.3501], [0.7384, -1.1184, -0.1692], [0.3619, 1.1428, 0.6200], [-1.6049, 0.1655, -0.5885], [-2.1730, -1.0711, 0.2445], [-2.0217, -2.3332, -0.4493], [-1.7639, -1.0465, 1.6203], [-3.9941, -0.8006, 0.2618], [-4.3021, 0.2502, 1.0031], [-4.4656, -0.6018, -0.9932], [-4.5858, -1.8610, 0.7904]]
}

No. 2
{
  "formula": "C28H47NO2OsP2",
  "method": "ωB97M-V/def2-TZVPD",
  "e_lumo_ha": [-0.2872, -0.2948],
  "multiplicity": 5,
  "e_homo_ev": [-13.450, -13.754],
  "charge": 2,
  "gap_ev": [5.64, 5.73],
  "symbols": ["Os", "C", "C", "C", "C", "C", "C", "H", "H", "H", "C", "H", "H", "H", "C", "H", "H", "H", "C", "H", "H", "H", "C", "H", "H", "H", "C", "C", "C", "C", "C", "C", "C", "C", "H", "H", "H", "H", "H", "H", "H", "H", "H", "H", "H", "H", "P", "P", "C", "C", "H", "H", "H", "H", "C", "H", "H", "H", "C", "H", "H", "H", "C", "H", "H", "H", "C", "H", "H", "H", "O", "C", "C", "C", "C", "O", "N", "H", "H", "H", "H"],
  "positions_angstrom": [[-1.8315, 0.9572, -1.1908], [0.7454, 2.9065, 0.1220], [-0.1054, 3.0297, 1.2484], [1.5570, 1.5091, 1.7506], [1.7568, 1.9382, 0.4175], [0.3946, 2.1523, 2.2546], [0.7770, 3.8010, -1.0546], [-0.1952, 4.3044, -1.1480], [0.9645, 3.2391, -1.9851], [1.5736, 4.5683, -0.9532], [2.9302, 1.5976, -0.4043], [2.8541, 1.9578, -1.4321], [3.0993, 0.5123, -0.4052], [3.8407, 2.0348, 0.0243], [2.6447, 0.9460, 2.5640], [3.4306, 1.7138, 2.6688], [3.1326, 0.0834, 2.0964], [2.3306, 0.6713, 3.5726], [-0.0573, 2.1270, 3.6555], [0.5213, 2.8408, 4.2716], [0.0573, 1.1345, 4.1155], [-1.1175, 2.4057, 3.7375], [-1.0920, 4.1089, 1.4620], [-0.6789, 4.9764, 2.0048], [-1.9425, 3.7471, 2.0483], [-1.4539, 4.4873, 0.5038], [-2.8749, -0.1713, -2.4772], [-3.0070, 1.2640, -2.7306], [-4.1878, 2.0207, -2.1585], [-4.4363, 1.7820, -0.6435], [-3.2695, 1.3595, 0.2143], [-2.7834, 0.0010, 0.2903], [-3.6904, -1.1190, -0.2214], [-3.9224, -0.9646, -1.7426], [-5.1232, 1.8059, -2.7013], [-5.3024, 1.1279, -0.4997], [-3.9817, 3.0894, -2.2910], [-4.8974, -0.5298, -1.9687], [-2.2450, -0.7541, -3.1576], [-2.6041, 1.6664, -3.6765], [-3.9002, -1.9568, -2.2048], [-3.2198, -2.0999, -0.0220], [-2.1182, -0.2627, 1.1271], [-4.6679, -1.1507, 0.3060], [-4.7398, 2.7418, -0.2040], [-3.0902, 1.9899, 1.0988], [1.2739, -1.1231, -1.3038], [0.1973, -1.4621, 1.9161], [-0.1028, -2.2852, -0.8711], [-0.1922, -2.7244, 0.6203], [0.0256, -3.1505, -1.5430], [-1.0426, -1.7725, -1.1623], [-1.2183, -3.0725, 0.8274], [0.4983, -3.5601, 0.7974], [1.4696, -2.2322, 2.9455], [1.5414, -1.6410, 3.8681], [2.4310, -2.2022, 2.4140], [1.1454, -3.2535, 3.1605], [-1.1968, -1.5559, 3.1178], [-1.5398, -2.5910, 3.2228], [-2.0437, -0.9222, 2.8297], [-0.8348, -1.1907, 4.0896], [1.5579, -1.1890, -3.1163], [2.2572, -0.3797, -3.3505], [0.6385, -0.9917, -3.6664], [1.9323, -2.1639, -3.4226], [0.0819, 0.3480, -1.7888], [-1.3973, 2.5225, -1.5083], [-0.4062, -0.0193, -2.6774], [0.6864, 1.1855, -2.1529], [2.2111, -3.9640, -2.6957], [2.9694, -3.5606, -1.8169], [4.2681, -4.2447, -1.4181], [4.7574, -3.4736, -0.2237], [3.7636, -2.3368, -0.0478], [3.8050, -1.5126, 0.8709], [2.8198, -2.4054, -1.0546], [4.0457, -5.2923, -1.1835], [4.9958, -4.2047, -2.2393], [4.7634, -4.0982, 0.6774], [5.7643, -3.0709, -0.3966]]
}

No. 3
{
  "formula": "C3H6O5P",
  "method": "ωB97M-V/def2-TZVPD",
  "e_lumo_ha": [0.1414, 0.1414],
  "e_homo_ev": [-3.757, -3.757],
  "charge": -1,
  "de_lowest_kcal_mol": 67.3,
  "gap_ev": [7.60, 7.60],
  "symbols": ["C", "C", "C", "O", "O", "O", "O", "O", "P", "H", "H", "H", "H", "H", "H"],
  "positions_angstrom": [[-0.4806, 0.4119, -1.2443], [-1.1625, 0.4192, 0.2118], [-0.5799, -0.6431, 1.0440], [2.8475, -1.2046, -0.1122], [2.1420, 1.2595, 0.4747], [0.8270, -0.1419, -1.1987], [-0.6084, 1.6140, 0.7617], [-0.7819, -1.9394, 0.5686], [1.8117, -0.1221, 0.0717], [-0.8477, -0.1220, -2.1100], [-0.4015, 1.4457, -1.5490], [-2.2155, 0.3570, 0.0958], [-0.8122, -0.6269, 2.1089], [0.2781, 1.3820, 0.9033], [-0.0162, -2.0891, -0.0262]]
}

no.,maximum force (eV/A)
1,3.9
2,6.3
3,4.2